Entry 1:
{"formula": "C14H37BF6HgN4O7S2", "method": "ωB97M-V/def2-TZVPD", "total_charge": -1, "multiplicity": 2, "homo_lumo_gap_ev": [2.9, 8.2], "elements": ["Hg", "C", "F", "F", "F", "S", "O", "O", "N", "S", "O", "O", "C", "F", "F", "F", "B", "H", "H", "H", "H", "C", "C", "C", "O", "C", "N", "H", "H", "H", "H", "H", "H", "H", "H", "H", "H", "H", "C", "C", "C", "O", "C", "N", "H", "H", "H", "H", "H", "H", "H", "H", "H", "H", "H", "C", "C", "C", "O", "C", "N", "H", "H", "H", "H", "H", "H", "H", "H", "H", "H", "H"], "xyz": [[-19.137266, -24.425834, -18.373654], [-18.127144, -27.556486, -15.622382], [-17.947798, -28.367732, -14.551331], [-16.859535, -27.060857, -15.901657], [-18.742379, -28.212735, -16.625124], [-19.226978, -25.968764, -15.138006], [-20.094470, -26.256413, -13.950867], [-18.093643, -25.063867, -14.849138], [-19.989183, -25.525855, -16.669314], [-21.489072, -26.028580, -16.492677], [-22.176906, -25.721175, -17.788660], [-21.741111, -27.409147, -16.083238], [-22.347283, -24.853954, -15.130383], [-21.471726, -24.080702, -14.438553], [-23.076325, -23.918466, -15.765010], [-23.170920, -25.492887, -14.293255], [-18.675038, -23.198492, -20.524632], [-18.647581, -22.129760, -20.670605], [-18.556529, -23.774336, -21.429392], [-17.923988, -23.495421, -19.809094], [-19.614770, -23.425494, -20.045443], [-20.811601, -26.119291, -20.991880], [-20.191193, -27.127459, -20.041747], [-19.769961, -28.421497, -20.721027], [-18.904823, -28.067674, -21.894964], [-18.401470, -29.250226, -22.613533], [-19.033585, -26.385897, -19.639979], [-21.391566, -25.346416, -20.487488], [-21.520979, -26.688705, -21.592423], [-20.173829, -25.519452, -21.641145], [-20.895086, -27.270164, -19.221817], [-20.703493, -28.819060, -21.119231], [-19.367794, -29.130136, -19.997015], [-18.025039, -28.962609, -23.595199], [-19.152195, -29.996184, -22.874418], [-17.659407, -29.871223, -22.111737], [-18.626680, -27.003135, -18.951832], [-18.332286, -26.345991, -20.365701], [-19.070987, -20.701459, -15.478310], [-19.528800, -21.891443, -16.390341], [-20.629165, -21.695344, -17.391199], [-20.944876, -22.798356, -18.260797], [-22.030090, -22.518544, -19.142182], [-18.358636, -22.297451, -17.115705], [-19.071764, -19.827109, -16.129145], [-18.070413, -20.794489, -15.056059], [-19.837562, -20.444741, -14.747175], [-19.816137, -22.727250, -15.752402], [-20.558934, -20.751927, -17.932610], [-21.513234, -21.485030, -16.789296], [-22.527569, -23.463515, -19.360454], [-21.724804, -21.923569, -20.002942], [-22.818507, -21.932934, -18.669371], [-17.880276, -21.584675, -17.647883], [-17.725706, -22.638954, -16.406560], [-15.125563, -24.019875, -19.378645], [-15.991900, -25.303928, -19.259231], [-15.092885, -26.559488, -19.337195], [-15.828582, -27.652274, -19.016527], [-15.078809, -28.915997, -18.972432], [-16.755068, -25.240532, -18.006914], [-15.755456, -23.139518, -19.506295], [-14.550083, -24.130779, -20.297676], [-14.442940, -23.910484, -18.535923], [-16.706526, -25.252050, -20.080648], [-14.248405, -26.530215, -18.648652], [-14.807282, -26.615494, -20.387628], [-15.763507, -29.742095, -18.780445], [-14.215876, -28.817705, -18.313804], [-14.688700, -29.139084, -19.965483], [-16.391186, -26.064899, -17.550730], [-16.204780, -24.518783, -17.563789]], "forces_ev_per_a": [[-0.085, 0.136, -0.016], [0.446, 1.244, 1.548], [-0.248, -0.173, -0.985], [-0.784, -1.690, -0.698], [1.411, -0.056, 0.327], [0.588, -1.761, 3.542], [1.194, 0.571, -0.458], [-1.413, 0.004, -0.889], [-0.260, 0.875, 0.356], [-2.807, -0.871, -3.103], [0.801, 0.139, 2.414], [0.626, 1.647, 0.258], [0.385, 0.911, -0.225], [-0.184, -0.959, -0.047], [-0.454, -0.446, -0.618], [0.733, 0.006, -0.384], [0.150, 0.138, -0.541], [0.216, 4.083, -0.452], [0.432, -2.211, -3.375], [3.780, -0.804, 2.425], [-4.180, -0.650, 0.845], [-2.050, -0.375, -1.005], [0.415, 1.758, -1.938], [-0.667, 0.791, -1.560], [0.040, -2.456, 0.835], [-0.814, 0.518, 0.151], [1.453, -1.533, 1.940], [-0.013, -0.273, 0.524], [-0.292, 0.292, -0.500], [0.544, -0.660, 0.053], [0.281, -0.297, 0.184], [0.023, -0.549, -0.208], [0.647, -0.026, -0.239], [0.242, 0.564, 0.295], [-0.828, 0.249, 0.282], [0.386, 0.598, 0.552], [0.865, 0.227, 0.660], [-0.253, 0.023, -0.560], [-2.095, 0.540, -1.168], [1.289, -0.061, 0.391], [-2.190, 1.135, 0.366], [-0.306, 1.519, 1.073], [-0.292, 0.087, 0.574], [1.154, -1.464, 0.014], [0.347, 0.283, -0.150], [-0.311, -0.471, 0.064], [0.212, -0.213, 0.466], [0.087, -0.146, -0.013], [0.722, 0.036, -0.643], [-0.528, -0.201, 0.213], [0.476, -0.069, -0.405], [0.303, -0.408, -0.275], [0.037, 0.198, 0.562], [-0.275, 0.328, -0.133], [0.508, -0.295, -0.160], [-0.291, -0.972, -0.879], [0.688, 0.977, -0.349], [-0.207, 1.461, -0.837], [-1.066, -3.421, 0.761], [-0.629, 1.507, -0.999], [1.867, -0.153, -0.135], [-0.059, -0.075, 0.196], [0.305, 0.256, -0.033], [0.022, -0.004, 0.092], [0.239, -0.346, -0.294], [0.533, 0.587, -0.071], [0.784, -0.014, -0.203], [0.011, 0.381, 0.666], [-0.227, -0.212, 0.411], [0.181, 0.218, -0.311], [-0.951, -0.384, 0.781], [-0.668, 0.412, 1.035]]}

---

Entry 2:
{"formula": "C2H5NOS", "method": "ωB97M-V/def2-TZVPD", "total_charge": 0, "e_above_lowest_ev": 4.257, "multiplicity": 1, "homo_lumo_gap_ev": 10.3, "elements": ["C", "C", "N", "O", "S", "H", "H", "H", "H", "H"], "xyz": [[1.802107, -1.163012, 0.877130], [2.780535, -1.589226, 0.321471], [-1.179302, 1.756337, -0.690833], [-1.534236, -0.611885, 0.588375], [-1.390143, 0.006136, -0.701110], [0.978317, -0.928424, 1.426819], [-0.406836, 2.023221, -0.191868], [3.684276, -1.726067, -0.214534], [-2.051312, 2.171713, -0.315838], [-2.683402, 0.061211, -1.099613]], "forces_ev_per_a": [[2.220, -1.133, -1.147], [-0.517, 0.915, 0.177], [-4.318, -2.022, -1.304], [0.082, -0.698, 2.355], [0.999, 1.401, -1.909], [-1.872, 0.557, 1.029], [2.388, 0.670, 1.518], [0.115, -0.345, -0.075], [1.036, -0.042, -0.106], [-0.133, 0.698, -0.537]]}

---

Entry 3:
{"formula": "C2HClF2O2", "method": "ωB97M-V/def2-TZVPD", "total_charge": 0, "e_above_lowest_ev": 3.920, "multiplicity": 1, "homo_lumo_gap_ev": [7.8, 9.8], "elements": ["C", "C", "O", "O", "F", "F", "Cl", "H"], "xyz": [[-2.113874, -0.513839, 0.981579], [1.950628, 0.058491, -0.479502], [-1.833122, 0.093978, 1.868888], [-2.574926, -1.183122, 0.198276], [2.897760, 0.934311, -0.598789], [-0.898942, 1.051715, -1.369068], [0.450134, 0.558765, 0.106920], [2.122343, -1.000298, -0.708302]], "forces_ev_per_a": [[-1.965, -1.752, -1.715], [-2.928, 0.214, 1.798], [2.415, 3.813, 4.803], [-0.795, -2.165, -3.072], [0.119, 0.003, -0.325], [0.145, -0.049, 0.378], [2.960, -0.752, -1.706], [0.048, 0.687, -0.162]]}

---

Entry 4:
{"formula": "C4H5NiO4", "method": "ωB97M-V/def2-TZVPD", "total_charge": 1, "e_above_lowest_ev": 0.000, "multiplicity": 3, "homo_lumo_gap_ev": [9.8, 8.2], "elements": ["O", "C", "O", "O", "C", "C", "O", "C", "Ni", "H", "H", "H", "H", "H"], "xyz": [[1.888966, -1.081328, 0.011327], [1.982303, 2.834042, -0.072330], [2.389277, 3.876999, -0.050744], [-0.346948, 1.253864, 1.049926], [-1.366707, 0.613323, 0.832240], [-1.397838, -0.493815, -0.175450], [-0.167280, -0.591677, -0.836206], [0.778596, -1.681533, -0.452779], [1.241272, 0.692980, -0.046968], [-2.299456, 0.848633, 1.370741], [-2.209871, -0.283672, -0.891408], [-1.678252, -1.424442, 0.347142], [0.935914, -2.260067, -1.380330], [0.250021, -2.303304, 0.294844]], "forces_ev_per_a": [[-0.283, 1.490, 0.087], [0.358, 0.353, -0.078], [-0.379, -0.807, -0.008], [-0.204, -0.009, 0.096], [-0.161, -0.036, 0.036], [-0.499, -0.061, 0.267], [0.207, 0.440, -0.336], [-0.264, -1.279, -0.305], [0.436, -0.661, 0.112], [0.254, 0.032, -0.037], [0.214, -0.053, 0.104], [0.083, 0.167, -0.129], [0.039, 0.223, 0.337], [0.197, 0.202, -0.143]]}

---

Per-record E_tot, a.u.: -2874.88252 -607.25037 -887.08213 -1964.37824